C6H9N as an isolated structure at a distorted geometry. Source: the OMol25 dataset; level of theory: the ωB97M-V functional and the def2-TZVPD basis.

The geometry in ORCA input format:
```
! wB97M-V def2-TZVPD RIJCOSX def2/J DEFGRID3
* xyz 0 1
C -0.53158 0.87183 -1.65054
N 0.58731 0.23336 -0.97047
C 0.98230 0.73937 0.32806
C 0.03359 0.19659 1.36249
C -0.74374 -0.91905 0.69947
C 0.41954 -1.07128 -0.28828
C 1.51524 -0.60199 0.77439
H -1.43982 1.01218 -1.04036
H -0.80023 0.28426 -2.53510
H -0.21139 1.86041 -1.99912
H 1.47138 1.69966 0.46294
H -0.24300 0.76360 2.25223
H -1.72202 -0.64873 0.29859
H -0.84254 -1.81768 1.32175
H 0.48642 -1.95981 -0.92288
H 1.03852 -0.64272 1.90681
*
```

Lowest unoccupied orbital energy: 0.9639 eV
Gap between HOMO and LUMO: 0.3386 Eh
Relative energy (zero: lowest compared OMol25 entry of this formula, charge and spin): 125.2 kcal/mol

Results of the natural (NBO) charge analysis, in e, for atoms 1 through 8:
1. C -0.421
2. N -0.412
3. C -0.117
4. C -0.261
5. C -0.433
6. C -0.081
7. C -0.213
8. H 0.166

***

An isolated ion of composition C4H10NO and charge -1 at a distorted geometry. Source: the OMol25 dataset; level of theory: the ωB97M-V functional and the def2-TZVPD basis.

The geometry in ORCA input format:
```
! wB97M-V def2-TZVPD RIJCOSX def2/J DEFGRID3
* xyz -1 1
N 1.65624 1.22330 -1.12061
C 0.54161 0.34527 -1.56847
C -0.51956 0.46893 -0.50153
C -0.78830 -0.69625 0.41208
C -0.44515 -0.81931 1.93055
O -0.51743 -2.01728 2.29472
H 2.15620 0.72237 -0.31373
H 1.29767 2.05194 -0.84749
H 0.38875 0.62425 -2.60371
H 0.84302 -0.67460 -1.73075
H -1.61047 0.61718 -1.00198
H -0.31807 1.34258 0.14896
H -0.36815 -1.67685 -0.00014
H -1.89830 -0.95600 0.41337
H -1.00042 -0.10640 2.56838
H 0.58233 -0.44911 1.92035
*
```

Structure (SMILES): NCCCC[O-]
Lowest unoccupied orbital energy: 4.0934 eV
Gap between HOMO and LUMO: 0.2267 Eh
Relative energy (zero: lowest compared OMol25 entry of this formula, charge and spin): 43.9 kcal/mol

Results of the natural (NBO) charge analysis, in e, for atoms 1 through 8:
1. N -0.850
2. C -0.233
3. C -0.432
4. C -0.462
5. C 0.028
6. O -0.921
7. H 0.356
8. H 0.338